(1)
Molecular formula: C38H20IrN8S2
Method: DFT, ωB97M-V/def2-TZVPD

For the gap between HOMO and LUMO (alpha / beta), the calculation gives 4.80 / 4.64 eV. The energy comes out at -2798.9847 Ha. The expectation value of S² is 0.7600. For the HOMO energy (alpha / beta), the calculation gives -6.60 / -6.68 eV. Its maximum force is 0.36 eV/Å. As for the charge: 0. The spin multiplicity is 2.

Positions of all 69 atoms, in Å:
Ir  0.0303  -0.1778  -0.0453
C  -5.8095  -1.5930  -2.7902
C  -6.1701  -0.3257  -2.3177
C  -5.2855  0.4446  -1.5813
C  -4.0206  -0.0774  -1.3576
C  -2.8763  0.4242  -0.6027
N  -2.9497  1.4433  0.2281
C  -2.0152  1.7540  1.0973
C  -2.1177  2.8753  2.0117
C  -3.1545  3.7661  2.2673
C  -2.9181  4.7670  3.1897
C  -1.6787  4.8843  3.8360
C  -0.6470  4.0035  3.5749
C  -0.8891  2.9919  2.6520
C  -0.0354  1.9438  2.1263
N  1.2438  1.8451  2.4081
C  2.0304  0.8947  1.9477
N  1.7025  -0.1026  1.0866
C  2.6161  -1.1120  1.2075
N  2.4553  -2.3656  0.8620
C  1.3424  -2.8658  0.3609
N  0.1799  -2.2027  0.0409
C  -0.6361  -3.0557  -0.6667
N  -1.7453  -2.7687  -1.3200
C  -2.3045  -1.5840  -1.3492
N  -1.8426  -0.4424  -0.7561
C  -3.6611  -1.3385  -1.8281
C  -4.5552  -2.1244  -2.5392
C  -0.0371  -4.3704  -0.6583
C  -0.4677  -5.5887  -1.1791
C  0.3700  -6.6742  -1.0296
C  1.6132  -6.5549  -0.3832
C  2.0436  -5.3478  0.1266
C  1.1953  -4.2522  -0.0177
C  3.7332  -0.6289  2.0129
C  4.9335  -1.2134  2.3873
C  5.7644  -0.4827  3.2206
C  5.3930  0.7826  3.6899
C  4.1800  1.3514  3.3384
C  3.3638  0.6305  2.4802
N  -0.7848  1.1645  1.2754
H  -6.5297  -2.1673  -3.3581
H  -7.1614  0.0533  -2.5295
H  -5.5603  1.4171  -1.1962
H  -4.1031  3.6728  1.7566
H  -3.6996  5.4800  3.4172
H  -1.5306  5.6856  4.5481
H  0.3154  4.0918  4.0599
H  -4.2750  -3.1097  -2.8856
H  -1.4212  -5.6675  -1.6828
H  0.0717  -7.6384  -1.4198
H  2.2429  -7.4301  -0.2909
H  3.0019  -5.2432  0.6166
H  5.2051  -2.1990  2.0348
H  6.7180  -0.8964  3.5212
H  6.0668  1.3209  4.3436
H  3.8760  2.3206  3.7096
S  1.1371  -0.8838  -2.0452
C  1.4843  0.5498  -2.9908
C  2.1284  0.4140  -4.2187
C  2.4109  1.5342  -4.9821
C  2.0516  2.7960  -4.5248
C  1.4113  2.9340  -3.3047
C  1.1265  1.8086  -2.5350
S  0.3143  2.0082  -0.9934
H  2.4058  -0.5718  -4.5713
H  2.9114  1.4207  -5.9347
H  2.2693  3.6752  -5.1170
H  1.1290  3.9153  -2.9438

---

(2)
Molecular formula: C6H13N
Method: DFT, ωB97M-V/def2-TZVPD

For the gap between HOMO and LUMO (alpha / beta), the calculation gives 2.74 / 8.41 eV. The energy comes out at -291.0613 Ha. The calculation puts the energy above the lowest of the compared OMol25 structures with the same formula, charge and spin at 27.0 kcal per mole. The expectation value of S² is 0.7520. For the HOMO energy (alpha / beta), the calculation gives 1.36 / -4.42 eV. Its maximum force is 1.94 eV/Å. As for the charge: -1. The spin multiplicity is 2.

Positions of all 20 atoms, in Å:
C  -0.1260  1.4558  -1.2549
N  -0.1104  0.0050  -1.2407
C  0.8051  -0.5032  -0.2292
C  0.5605  -0.2456  1.2735
C  -0.0984  -1.3764  1.9878
C  0.6372  -2.5033  2.3427
C  -1.2839  1.9915  -2.1246
H  0.8302  1.8322  -1.6302
H  -0.2589  1.9164  -0.2759
H  -1.0416  -0.3466  -1.0630
H  0.8276  -1.6002  -0.2901
H  1.8301  -0.2113  -0.5223
H  1.4977  0.0477  1.7765
H  -0.1070  0.6309  1.3645
H  -1.1709  -1.3693  2.1157
H  0.2332  -3.4135  2.7550
H  1.7063  -2.4908  2.1357
H  -1.0966  1.8300  -3.1915
H  -2.1265  1.3127  -1.9614
H  -1.5075  3.0380  -1.9677

---

(3)
Molecular formula: C21H27Br2FN4O3
Method: DFT, ωB97M-V/def2-TZVPD

For the gap between HOMO and LUMO, the calculation gives 9.55 eV. The energy comes out at -6508.9901 Ha. For the HOMO energy, the calculation gives -9.33 eV. Its maximum force is 1.13 eV/Å. As for the charge: 0.

Positions of all 58 atoms, in Å:
C  0.0283  2.4350  1.5423
O  -0.2356  1.4410  0.5611
C  -1.1705  1.7153  -0.4834
C  -1.5451  0.3167  -1.0875
C  -0.7417  -0.8295  -0.5244
O  -1.0035  -1.4677  0.4215
F  0.3397  -1.1484  -1.2545
C  -2.4789  2.2982  0.0878
Br  -3.0181  1.3249  1.6496
C  -3.3768  3.2017  -0.3106
C  -4.6567  3.5494  0.4207
Br  -3.2411  4.1348  -1.9572
C  -0.4187  2.5152  -1.5947
N  0.7071  1.6873  -1.9807
N  -0.1495  3.9511  -1.2941
C  0.0066  4.7011  -2.5587
C  1.0179  4.3022  -0.5080
C  0.8338  5.4473  0.4576
O  2.0972  3.8037  -0.6919
H  1.1179  2.5500  1.6133
H  -0.4241  3.3940  1.2737
H  -0.3613  2.1247  2.5170
H  -1.4578  0.3470  -2.1749
H  -2.5800  0.0762  -0.8196
H  -5.2387  4.2735  -0.1488
H  -5.2596  2.6509  0.5937
H  -4.4234  3.9834  1.4017
H  -1.0891  2.5503  -2.4626
H  1.2104  2.1225  -2.7463
H  1.3667  1.5967  -1.2168
H  0.9565  4.4657  -3.0652
H  -0.8225  4.4605  -3.2249
H  -0.0158  5.7799  -2.3542
H  1.5714  6.2195  0.2033
H  1.0727  5.1043  1.4699
H  -0.1754  5.8611  0.4247
C  0.9764  -4.1252  3.1644
C  1.0459  -5.1516  4.0932
C  -0.1170  -5.5303  4.7474
N  -1.3013  -4.9617  4.5321
C  -1.3503  -3.9780  3.6356
C  -0.2483  -3.5212  2.9265
H  1.8614  -3.8033  2.6298
H  1.9800  -5.6529  4.3087
H  -0.0996  -6.3303  5.4800
H  -2.3257  -3.5311  3.4748
H  -0.3527  -2.7208  2.2082
C  3.0033  -3.6056  -1.6736
C  4.1008  -4.4098  -1.9371
C  3.8822  -5.6735  -2.4661
N  2.6729  -6.1603  -2.7354
C  1.6283  -5.3767  -2.4759
C  1.7382  -4.0980  -1.9490
H  3.1275  -2.6120  -1.2615
H  5.1080  -4.0689  -1.7384
H  4.7180  -6.3292  -2.6854
H  0.6534  -5.7955  -2.7011
H  0.8567  -3.5041  -1.7560

---

(4)
Molecular formula: C29H23Br2N5OPdS8
Method: DFT, ωB97M-V/def2-TZVPD

For the gap between HOMO and LUMO (alpha / beta), the calculation gives 5.10 / 5.10 eV. The energy comes out at -9928.8486 Ha. The calculation puts the energy above the lowest of the compared OMol25 structures with the same formula, charge and spin at 0.0 kcal per mole. For the HOMO energy (alpha / beta), the calculation gives -13.05 / -13.05 eV. Its maximum force is 0.92 eV/Å. As for the charge: +2.

Positions of all 69 atoms, in Å:
Pd  0.4665  0.8188  -0.3102
Br  2.0828  7.1509  -0.5422
C  1.6896  5.3428  -0.7635
C  2.7086  4.4176  -0.9248
C  2.3746  3.0823  -1.0319
N  1.1083  2.6530  -1.0388
C  0.1208  3.5688  -0.9279
C  0.3629  4.9147  -0.7633
C  -1.2511  2.9998  -0.9621
C  -2.3788  3.7505  -1.2359
C  -3.6145  3.1170  -1.2316
Br  -5.1642  4.0923  -1.5959
C  -3.6888  1.7581  -0.9613
C  -2.5154  1.0737  -0.7168
N  -1.3278  1.6779  -0.7275
H  3.7448  4.7215  -0.9433
H  3.1414  2.3260  -1.1277
H  -0.4432  5.6185  -0.6234
H  -2.3055  4.8044  -1.4601
H  -4.6378  1.2427  -0.9575
H  -2.4974  0.0109  -0.5140
C  -1.0175  -6.0629  -0.6585
S  -1.6330  -6.3323  1.0016
C  -2.5143  -5.0158  1.5371
C  -2.8484  -3.7311  0.8822
S  -2.2754  -3.1598  -0.5142
S  -3.9973  -2.7658  1.7912
C  -4.1478  -3.7704  3.2005
S  -5.1493  -3.5214  4.4236
S  -3.2299  -5.2759  3.0619
H  -0.5454  -7.0158  -0.8974
H  -0.2797  -5.2621  -0.6425
H  -1.8233  -5.8579  -1.3557
S  0.6087  -2.7249  2.1477
C  0.1232  -1.7642  0.9716
N  -0.2891  -1.0726  0.0962
C  -1.8535  2.4433  3.9029
S  -1.5109  0.9049  3.0469
O  -0.2636  1.1573  2.2501
C  -0.9986  -0.0400  4.4698
C  0.3535  -0.2013  4.7173
C  0.7458  -0.9374  5.8270
C  -0.2068  -1.4986  6.6651
C  -1.5612  -1.3342  6.3990
C  -1.9644  -0.6068  5.2894
H  -0.9499  2.7548  4.4250
H  -2.6698  2.2825  4.6063
H  -2.1460  3.1789  3.1554
H  1.0773  0.2367  4.0415
H  1.7984  -1.0716  6.0382
H  0.1045  -2.0656  7.5322
H  -2.3010  -1.7681  7.0585
H  -3.0185  -0.4728  5.0729
N  2.4341  -1.4655  -1.5961
C  2.9441  -0.8208  -0.5348
N  2.3086  0.1348  0.1040
C  3.0794  0.6667  1.1512
C  2.7087  1.6935  2.0111
C  3.6216  2.1093  2.9652
C  4.8815  1.5185  3.0698
C  5.2545  0.4933  2.2188
C  4.3377  0.0798  1.2635
S  4.5323  -1.1666  0.0567
H  1.4374  -1.4073  -1.7450
H  2.9297  -2.2438  -1.9945
H  1.7163  2.1217  1.9583
H  3.3512  2.9047  3.6468
H  5.5748  1.8613  3.8254
H  6.2290  0.0310  2.2974

---

(5)
Molecular formula: C18H56N3O12
Method: DFT, ωB97M-V/def2-TZVPD

For the gap between HOMO and LUMO, the calculation gives 7.57 eV. The energy comes out at -1786.0782 Ha. The calculation puts the energy above the lowest of the compared OMol25 structures with the same formula, charge and spin at 0.0 kcal per mole. For the HOMO energy, the calculation gives -11.19 eV. Its maximum force is 3.59 eV/Å. As for the charge: +1.

Positions of all 89 atoms, in Å:
N  0.7167  0.4344  -1.0077
H  1.5460  0.7170  -0.5053
H  -0.0410  0.9688  -0.6072
H  0.5616  -0.5387  -0.7859
H  0.9285  0.5887  -1.9831
C  6.1278  1.5576  -0.2733
C  5.9707  0.5224  0.8879
C  7.3023  0.6894  1.7463
O  7.3483  -0.1809  2.9242
C  7.5655  -1.5561  2.7281
N  4.7951  0.9172  1.6107
H  5.2106  1.3761  -0.8336
H  7.0188  1.3891  -0.8783
H  6.2159  2.5895  0.0664
H  5.8412  -0.4952  0.5193
H  7.3191  1.6277  2.3007
H  8.2148  0.5810  1.1601
H  6.7851  -2.1859  2.3010
H  7.6870  -2.0147  3.7094
H  8.4649  -1.7509  2.1439
H  4.6168  0.2426  2.3409
H  4.8382  1.8270  2.0471
C  -5.0957  -3.0063  1.8652
C  -4.4945  -3.9291  0.7973
C  -4.4166  -5.3922  1.3605
O  -3.4128  -5.4959  2.3968
C  -3.1315  -6.6804  3.0564
N  -5.4354  -3.8157  -0.2848
H  -5.9725  -3.4528  2.3342
H  -5.3583  -2.0082  1.5145
H  -4.3245  -2.8197  2.6126
H  -3.4993  -3.6041  0.4937
H  -4.2142  -6.1547  0.6083
H  -5.3551  -5.6672  1.8418
H  -3.9719  -7.0073  3.6688
H  -2.2892  -6.5307  3.7318
H  -2.8871  -7.5052  2.3870
H  -6.3828  -3.9708  0.0290
H  -5.2792  -4.7253  -0.6951
C  0.7718  7.5585  -1.6766
C  0.8772  6.0790  -1.2952
O  -0.3749  5.4595  -1.5926
O  -0.1950  8.2247  -0.8937
H  0.4427  7.4882  -2.7133
H  1.7193  8.0953  -1.7238
H  1.0208  6.0123  -0.2167
H  1.6910  5.5398  -1.7799
H  -0.7432  5.1952  -0.7464
H  0.3098  8.4153  -0.0997
C  2.2614  -4.1698  2.3961
C  2.5247  -3.9778  3.9663
O  2.6654  -2.6856  4.4314
O  1.0660  -3.5008  2.0430
H  2.1984  -5.2351  2.1742
H  3.0691  -3.8218  1.7521
H  3.4080  -4.4727  4.3699
H  1.7640  -4.4728  4.5700
H  3.0707  -2.7640  5.2981
H  0.3411  -3.9709  2.4616
C  -4.2426  4.1570  2.3057
C  -4.1818  5.6244  2.6386
O  -3.6130  5.9509  3.8735
O  -2.9109  3.7414  2.0769
H  -4.8739  3.9994  1.4312
H  -4.6805  3.5960  3.1313
H  -5.2100  5.9751  2.5491
H  -3.5518  6.1174  1.8982
H  -2.6648  5.8313  3.7827
H  -2.4718  3.4790  2.8892
C  -6.1328  0.9784  -4.4036
C  -4.5836  0.9439  -4.0396
O  -4.1381  -0.4257  -3.9826
O  -6.8192  0.6088  -3.2414
H  -6.4442  0.3322  -5.2243
H  -6.3700  1.9976  -4.7087
H  -4.4527  1.3319  -3.0295
H  -3.9669  1.6217  -4.6300
H  -4.6333  -0.8741  -3.2931
H  -6.5374  -0.3058  -3.1652
C  2.8538  -0.3169  -5.7883
C  2.1410  -1.6325  -5.5822
O  2.6751  -2.1557  -4.4348
O  2.2403  0.7022  -5.0572
H  2.7416  -0.0521  -6.8397
H  3.8914  -0.4109  -5.4680
H  2.3733  -2.2599  -6.4428
H  1.0645  -1.5307  -5.4447
H  2.4995  -3.0982  -4.4854
H  2.5971  1.5369  -5.3699

---

(6)
Molecular formula: C5H10O
Method: DFT, ωB97M-V/def2-TZVPD

For the gap between HOMO and LUMO, the calculation gives 9.20 eV. The energy comes out at -271.6345 Ha. The calculation puts the energy above the lowest of the compared OMol25 structures with the same formula, charge and spin at 74.1 kcal per mole. For the HOMO energy, the calculation gives -8.14 eV. Its maximum force is 1.08 eV/Å. As for the charge: 0.

Positions of all 16 atoms, in Å:
C  2.6858  -0.1772  -0.0518
O  1.4509  -0.8999  -0.0775
C  0.5043  -0.2312  -0.6780
C  -1.4111  1.3204  0.2339
C  -0.7582  -1.0177  -0.5353
C  -1.5226  -0.1915  0.5149
H  3.4007  -0.8160  0.4599
H  2.9942  0.0322  -1.0758
H  2.5488  0.7600  0.4906
H  -1.8581  1.5424  -0.7449
H  -1.9749  1.8127  1.0191
H  -0.4107  1.7743  0.1891
H  -1.2911  -0.9493  -1.4886
H  -0.5973  -2.0750  -0.2749
H  -1.1689  -0.4472  1.5254
H  -2.5916  -0.4372  0.4939